(1)
Computed, not measured: a 9-piece molecular cluster, C5H31N2O8 overall, with ωB97M-V with the def2-TZVPD basis set.

Results
Relative energy (zero: lowest compared OMol25 entry of this formula, charge and spin): 251.8 kJ/mol
Net charge: +1
Orbital gap: 10.034 eV
Calculated total energy: -25041.9518 eV
Molar mass: 247.31 g/mol

XYZ file:
```
46
Properties=species:S:1:pos:R:3:lowdin_charge:R:1
N -0.46598 0.69975 0.30435 0.22
C -1.43987 -0.38542 -0.25781 -0.23
C -1.45814 -1.59180 0.73397 -0.18
C -0.35146 -2.59033 0.46662 -0.21
C -0.08153 -3.24708 1.83855 -0.11
C -2.87344 0.11689 -0.61001 -0.21
N -2.93283 1.56265 -0.84389 0.01
H 0.09162 0.24648 1.01697 0.12
H 0.04689 1.06932 -0.51939 0.09
H -0.83005 1.55778 0.73268 0.08
H -0.92664 -0.56739 -1.20381 0.14
H -2.44824 -2.01513 0.49088 0.12
H -1.54943 -1.24846 1.76292 0.11
H 0.49742 -1.98062 0.14938 0.10
H -0.58283 -3.41293 -0.19746 0.12
H -0.99117 -3.59166 2.29972 0.08
H 0.51015 -2.55272 2.43475 0.04
H 0.48516 -4.19103 1.86075 0.08
H -3.26063 -0.50898 -1.42146 0.13
H -3.53764 0.03561 0.27171 0.12
H -3.58006 2.00721 -0.22160 0.07
H -3.09469 1.80515 -1.81864 0.08
H 1.17038 2.50691 -1.51034 0.06
H 0.36170 2.23411 -2.75468 0.08
O 0.78408 1.77946 -2.01242 -0.05
H 2.63983 -0.05591 -1.93756 0.03
H 4.06163 0.45878 -1.46871 0.07
O 3.22182 0.08911 -1.18668 -0.04
H 0.89219 4.13738 0.17497 0.06
H -0.67482 4.51734 0.45782 0.05
O -0.03222 3.87600 0.16273 -0.04
H -1.64840 2.04895 2.78811 0.07
H -1.10506 3.53041 2.62073 0.06
O -1.18442 2.66807 2.21154 -0.06
H 1.40960 0.93125 -3.76915 -0.02
H 1.04455 0.33421 -5.10168 0.05
O 1.62495 1.00596 -4.71499 -0.06
H 0.19373 -1.98540 3.99066 0.03
H 0.89033 -0.49905 4.31344 0.05
O 0.24987 -1.03455 3.84351 -0.07
H 2.13785 -3.91510 -2.90668 0.05
H 2.20192 -2.45603 -2.07555 0.00
O 1.80675 -3.03033 -2.72820 -0.06
H 3.31045 0.90360 1.99896 0.05
H 2.90365 0.10028 0.81220 0.00
O 2.51297 0.63724 1.52279 -0.07
```

---

(2)
Computed, not measured: a 12-piece molecular cluster, C5H31NO13 overall, with ωB97M-V with the def2-TZVPD basis set.

Results
SMILES: O=C(O)[C@H]1CCCN1.O.O.O.O.O.O.O.O.O.O.O
Relative energy (zero: lowest compared OMol25 entry of this formula, charge and spin): 589.6 kJ/mol
Orbital gap: 10.788 eV
Calculated total energy: -33792.3082 eV
Molar mass: 313.30 g/mol

XYZ file:
```
50
Properties=species:S:1:pos:R:3:lowdin_charge:R:1
N -2.70295 0.98217 -0.15958 -0.02
C -3.25054 1.95998 -1.09644 -0.19
C -3.01197 3.33320 -0.56842 -0.18
C -1.88938 3.25552 0.40864 -0.09
C -1.75851 1.71426 0.72430 -0.22
C -0.38883 1.27228 0.50120 -0.46
O 0.16202 1.17002 1.71927 0.11
O 0.26184 1.07214 -0.52551 0.05
H -3.41194 0.70104 0.54628 0.12
H -2.98667 1.95079 -2.11960 0.11
H -4.34890 1.81263 -1.09212 0.13
H -3.79071 3.93991 -0.11660 0.12
H -2.55896 3.89995 -1.42358 0.13
H -0.97707 3.59866 -0.00267 0.10
H -2.17891 3.63433 1.42308 0.14
H -2.03630 1.47795 1.84481 0.19
H 1.14711 1.15270 1.96378 0.18
H -0.73130 -1.37397 -1.69136 -0.10
H -1.82364 -0.37569 -1.11884 0.03
O -1.48405 -1.28395 -1.34336 0.00
H 2.02320 3.78345 -2.04357 0.10
H 1.49316 5.09982 -2.00132 0.02
O 1.56710 4.40601 -1.33522 -0.11
H 1.35625 -3.61024 1.92651 -0.07
H 2.01345 -2.50654 1.06286 -0.01
O 2.12894 -3.31919 1.55252 -0.02
H -0.55366 -4.28787 2.29699 0.04
H 0.56096 -5.40926 1.85602 0.03
O 0.08931 -4.94187 2.51476 -0.02
H 0.62111 1.47638 -2.66550 0.04
H 1.24340 0.14980 -2.56655 -0.01
O 1.26479 0.89801 -3.16661 -0.08
H -3.23186 -1.15152 0.54994 0.05
H -4.05674 -1.77186 -0.45610 0.00
O -4.18117 -1.48100 0.42159 -0.07
H 2.25446 -2.20691 -4.23996 0.05
H 3.53414 -2.11052 -3.57605 0.02
O 2.89503 -1.49616 -3.99493 -0.08
H 3.43272 -2.74507 -1.05175 0.08
H 4.52947 -3.66102 -0.92036 0.04
O 3.91692 -3.43809 -1.64592 -0.10
H 2.93006 0.83593 0.30495 0.04
H 1.90015 -0.14609 0.63391 -0.06
O 2.80697 0.02153 0.77000 -0.01
H -0.35327 0.30462 5.25196 -0.03
H 0.81342 -0.28941 5.82219 0.05
O 0.54199 0.34406 5.14170 -0.02
H 0.09810 -2.27611 0.07515 0.08
H 0.28441 -0.47420 -0.20508 0.04
O 0.47036 -1.39004 0.27096 -0.13
```

---

(3)
Computed, not measured: a 10-piece molecular cluster, C5H31NO9 overall, with ωB97M-V with the def2-TZVPD basis set.

Results
SMILES: CCC[C@@H](C)N.O.O.O.O.O.O.O.O.O
Relative energy (zero: lowest compared OMol25 entry of this formula, charge and spin): 74.1 kJ/mol
Orbital gap: 9.564 eV
Calculated total energy: -25606.4731 eV
Molar mass: 249.30 g/mol

XYZ file:
```
46
Properties=species:S:1:pos:R:3:lowdin_charge:R:1
C -0.31716 -3.19674 -1.12576 -0.05
C 0.80656 -2.23995 -0.70398 -0.43
C 1.49485 -2.58393 0.59825 -0.20
C 2.74586 -1.81146 0.92930 -0.26
C 3.90387 -1.92653 -0.05929 -0.10
N 0.37070 -0.82582 -0.61761 0.05
H -0.03750 -4.24768 -0.99069 0.08
H -0.33908 -2.97713 -2.22114 0.09
H -1.33663 -3.04313 -0.82455 0.06
H 1.56926 -2.31138 -1.49009 0.12
H 1.67691 -3.67156 0.59569 0.11
H 0.90465 -2.55581 1.53240 0.12
H 3.11486 -1.85870 1.94844 0.11
H 2.54331 -0.73241 0.86086 0.07
H 3.60106 -2.26101 -1.05913 0.06
H 4.60639 -2.71517 0.23924 0.07
H 4.45703 -0.99044 -0.11545 0.07
H -0.16605 -0.58276 -1.47762 0.06
H -0.29933 -0.66467 0.13309 0.07
H -3.71436 0.15177 -0.82370 0.06
H -2.61937 -0.15118 0.31992 -0.01
O -3.00079 -0.41545 -0.53665 -0.06
H -2.72000 -0.02438 2.24718 0.03
H -1.21926 0.55406 1.90144 0.03
O -2.17816 0.64051 1.77170 -0.09
H -1.96119 -0.11251 -3.00446 0.08
H -1.71158 0.44279 -1.63246 0.02
O -1.32649 0.45036 -2.53779 -0.08
H 2.08534 2.92072 -0.73348 0.02
H 2.23294 2.49884 -2.17760 0.04
O 2.00577 3.27518 -1.65735 -0.09
H 0.73472 1.66989 3.45304 0.05
H 1.26591 1.22893 1.96135 0.00
O 0.71383 1.02130 2.74540 -0.07
H 0.14771 3.23270 -2.37383 0.02
H -0.90906 2.18055 -2.53059 -0.01
O -0.82845 3.13206 -2.36314 -0.08
H -1.54910 2.22225 1.07694 0.04
H -1.24495 2.87518 -0.45655 0.04
O -0.93250 2.56275 0.40420 -0.05
H 0.54822 1.87858 0.32832 0.01
H 1.57551 0.78373 -0.14768 0.04
O 1.51584 1.65652 0.30002 -0.12
H -3.65479 -2.23052 1.96244 0.07
H -2.83795 -1.88645 3.29723 0.07
O -3.41404 -1.55655 2.60190 -0.03
```

---

(4)
Computed, not measured: a 10-piece molecular cluster, C5H32N2O9 overall, with ωB97M-V with the def2-TZVPD basis set.

Results
SMILES: CN[C@@H](C)CCN.O.O.O.O.O.O.O.O.O
Relative energy (zero: lowest compared OMol25 entry of this formula, charge and spin): 107.0 kJ/mol
Orbital gap: 9.195 eV
Calculated total energy: -27112.2315 eV
Molar mass: 264.32 g/mol

XYZ file:
```
48
Properties=species:S:1:pos:R:3:lowdin_charge:R:1
C -1.15644 1.31034 3.01741 -0.10
N 0.17382 1.40075 2.37934 -0.13
C 0.23854 1.16072 0.90666 -0.38
C 1.73318 0.93462 0.57861 -0.16
C 1.98980 0.46178 -0.83970 -0.28
N 2.54779 -0.88078 -0.78400 0.00
C -0.25617 2.41985 0.23423 -0.06
H -1.42155 1.95623 3.85365 0.08
H -1.94143 1.64062 2.29653 0.08
H -1.25003 0.23802 3.24967 0.06
H 0.58439 2.31838 2.54523 0.11
H -0.41708 0.31673 0.59476 0.15
H 2.35513 1.81257 0.87352 0.13
H 2.12796 0.25054 1.33639 0.10
H 1.02824 0.40964 -1.36509 0.09
H 2.62480 1.21292 -1.36560 0.11
H 3.52827 -0.86379 -0.51520 0.08
H 2.37510 -1.49408 -1.59100 0.05
H -1.32715 2.45038 0.02347 0.08
H 0.12999 2.44441 -0.84310 0.07
H 0.20509 3.27648 0.67288 0.08
H 1.55135 -2.01642 -4.08843 0.06
H 0.44597 -1.64157 -3.02993 0.04
O 1.08245 -1.29700 -3.66491 -0.04
H -4.50510 -0.52332 -0.52784 -0.04
H -5.71461 -0.19709 -1.40205 0.02
O -5.11504 0.19279 -0.76322 -0.08
H 1.24440 -2.93841 -0.37771 0.02
H 0.30084 -3.10742 0.85892 0.01
O 0.48560 -3.42289 -0.05347 -0.07
H -1.06720 -1.75319 1.99516 0.04
H 0.27491 -1.72743 2.79660 0.03
O -0.29775 -2.28582 2.21928 -0.05
H -2.03210 -3.75820 -1.98389 0.06
H -0.80197 -3.36073 -1.12843 0.01
O -1.64248 -3.01362 -1.52235 -0.07
H 0.94367 0.20967 3.68626 0.00
H 1.13352 -0.50385 5.04572 0.04
O 1.23472 -0.62858 4.10262 -0.07
H 0.69892 2.14351 -4.14253 0.06
H 0.52569 0.69561 -3.54456 0.02
O 0.70726 1.62640 -3.32845 -0.07
H -3.34947 -2.44802 0.63576 0.07
H -2.83632 -2.15207 -0.66439 0.00
O -3.31961 -1.67167 0.04534 -0.08
H 1.81115 2.83610 -2.16703 -0.03
H 1.96250 4.38640 -2.25808 0.03
O 2.40644 3.58049 -1.99711 -0.07
```

---

(5)
Computed, not measured: a 11-piece molecular cluster, C5H32NO11 overall, with ωB97M-V with the def2-TZVPD basis set.

Results
Relative energy (zero: lowest compared OMol25 entry of this formula, charge and spin): 95.7 kJ/mol
Net charge: -1
Orbital gap: 9.243 eV
Calculated total energy: -29719.0607 eV
Molar mass: 282.31 g/mol

XYZ file:
```
49
Properties=species:S:1:pos:R:3:lowdin_charge:R:1
C -2.16028 0.47452 1.38654 -0.24
O -1.94638 -0.73409 2.10291 -0.10
C -1.07634 1.44828 0.84798 -0.35
C 0.09962 1.69358 1.88716 -0.13
C 1.32018 0.92908 1.42155 -0.24
C 2.67652 1.23970 2.13546 -0.09
N -0.64501 1.12977 -0.51509 0.05
H -2.71070 1.04568 2.14833 0.11
H -2.88457 0.28399 0.57560 0.12
H -1.74330 2.31399 0.80434 0.13
H -0.40121 1.30111 2.77277 0.11
H 0.17167 2.76328 2.01904 0.10
H 1.56792 1.21469 0.40765 0.09
H 1.10965 -0.12532 1.58165 0.08
H 2.74157 2.19283 2.66705 0.06
H 3.40736 1.41256 1.34021 0.06
H 2.99210 0.41585 2.77332 0.06
H -0.10759 0.26944 -0.46597 0.03
H -1.44314 0.77434 -1.01541 0.02
H 0.46802 3.64137 -2.02325 -0.02
H -0.13680 3.44535 -0.62222 -0.02
O 0.19313 4.12274 -1.21871 -0.09
H -0.27347 -2.75603 0.65390 0.02
H -1.31756 -1.22026 1.52561 0.00
O -0.50505 -1.90448 0.25294 -0.36
H 1.79663 2.23638 -3.15682 0.05
H 0.33223 1.78756 -3.01119 0.02
O 0.89275 2.47622 -3.39691 -0.08
H 1.90086 -4.07521 0.83204 0.05
H 2.43545 -2.87347 0.15951 0.00
O 2.56318 -3.39334 0.99311 -0.08
H 1.67894 -2.79247 2.41123 -0.01
H 0.42485 -1.88068 2.58269 -0.01
O 0.98162 -2.51521 3.05196 -0.09
H 1.57916 -0.12608 -2.45455 0.01
H 0.77762 -0.72142 -3.61782 0.04
O 1.45629 -0.07384 -3.41165 -0.06
H -1.91906 -2.02921 -2.29546 0.05
H -1.18211 -1.51470 -1.13160 -0.01
O -1.52583 -1.17904 -2.03430 -0.12
H 2.63921 -1.43088 -0.68427 0.06
H 1.07776 -1.48606 -0.35410 0.01
O 1.79989 -1.82138 -0.95291 -0.08
H -3.03464 0.83803 -2.19939 0.00
H -2.45313 2.07234 -2.95796 0.03
O -3.26745 1.65345 -2.64947 -0.06
H -3.35323 -2.78763 0.81035 0.03
H -2.11408 -2.56450 -0.03578 -0.03
O -2.88328 -3.17083 0.05993 -0.10
```

---

(6)
Computed, not measured: a 10-piece molecular cluster, C5H33N2O10 overall, with ωB97M-V with the def2-TZVPD basis set.

Results
Relative energy (zero: lowest compared OMol25 entry of this formula, charge and spin): 315.2 kJ/mol
Net charge: +1
Orbital gap: 8.927 eV
Calculated total energy: -29169.3718 eV
Molar mass: 281.32 g/mol

XYZ file:
```
50
Properties=species:S:1:pos:R:3:lowdin_charge:R:1
N 1.64235 -0.56530 -0.99167 0.18
C 0.53672 -1.38509 -0.38629 -0.18
C 0.30449 -2.47039 -1.53023 -0.16
O 1.18157 -3.61409 -1.41353 -0.06
C -0.67480 -0.46732 -0.04071 -0.17
N -0.67881 -0.24021 1.34734 -0.26
C 0.37604 0.60218 1.99911 -0.02
C -1.97029 0.04740 2.03609 -0.06
H 2.08993 -0.99306 -1.81389 0.16
H 1.28501 0.32919 -1.26214 0.08
H 2.55201 -0.49478 -0.49264 0.12
H 0.89275 -1.90378 0.56556 0.15
H -0.72776 -2.80613 -1.54199 0.12
H 0.70262 -2.04550 -2.47234 0.13
H 0.71068 -4.35114 -0.99866 0.10
H -1.62999 -0.87021 -0.33352 0.12
H -0.42298 0.41502 -0.66831 0.09
H 1.14046 0.84418 1.28483 0.07
H -0.09139 1.51528 2.33625 0.08
H 0.84246 -0.05281 2.73623 0.09
H -2.05389 -0.55897 2.91971 0.07
H -2.05717 1.06829 2.44156 0.08
H -2.80372 -0.02136 1.37590 0.07
H -3.01793 1.66136 -1.55738 0.03
H -2.82793 2.99084 -2.25235 0.09
O -2.30778 2.31416 -1.79095 -0.07
H 1.44844 -2.44851 2.89131 -0.01
H 2.25796 -3.35979 2.01404 0.05
O 2.36247 -2.69776 2.69762 -0.06
H 2.60886 2.84095 -1.43826 0.00
H 3.59070 2.46575 -2.56892 0.05
O 3.20354 2.12979 -1.74217 -0.07
H -4.72781 -0.17587 -1.08204 0.09
H -3.90625 -0.10898 -2.44707 0.07
O -3.94983 0.18904 -1.53615 -0.04
H 0.14658 2.03705 -2.43213 0.02
H -0.83507 0.86260 -2.91882 0.05
O 0.06012 1.10178 -2.65928 -0.07
H 0.89058 4.31712 -1.19696 0.09
H 0.32035 2.93592 -0.43686 0.03
O 0.83261 3.36120 -1.12447 -0.04
H 4.24026 -1.92451 0.89904 0.07
H 3.08483 -1.32049 1.66119 0.02
O 3.57019 -1.24350 0.82704 -0.06
H -0.78630 -2.94225 3.96652 0.08
H -0.91215 -2.15379 2.59110 0.04
O -0.34485 -2.79033 3.11282 -0.07
H -1.95020 2.94325 -0.20581 -0.03
H -2.51723 3.65736 1.01818 0.06
O -1.68042 3.37619 0.61410 -0.07
```

---

The calculation returns the following HOMO values, one per record and in order: -0.4630, -0.3948, -0.3519, -0.3306, -0.2411, -0.4246 hartree.